1.
A single C4H8N2 molecule in a non-equilibrium geometry, computed with ωB97M-V with the def2-TZVPD basis set.

SMILES: CN(C)CC#N
Total charge: 0
Energy above the lowest of the compared OMol25 structures with the same formula, charge and spin: 104.29 kJ/mol
Highest occupied orbital energy: -8.64 eV

XYZ file:
```
14
Properties=species:S:1:pos:R:3:forces:R:3:lowdin_charge:R:1
C -0.71787 1.47561 -0.02752 -0.01 0.13 0.00 -0.09
N -0.30881 0.09932 -0.14643 0.04 -0.08 -0.03 -0.30
C -0.92458 -0.90914 0.67359 -0.10 -0.13 0.05 -0.09
C 0.86628 -0.29114 -0.85040 -0.05 -0.01 -0.21 -0.20
C 2.00210 -0.73826 0.00440 0.76 -0.31 0.59 -0.20
N 2.87174 -1.13459 0.65620 -0.83 0.42 -0.57 0.13
H -1.70985 1.62632 -0.48205 0.15 0.07 0.15 0.08
H -0.01075 2.11802 -0.55888 -0.09 -0.07 0.05 0.08
H -0.75945 1.82797 1.01535 0.05 -0.11 -0.17 0.08
H -0.23609 -1.32555 1.42730 -0.09 0.09 -0.09 0.08
H -1.29101 -1.74349 0.05617 0.03 0.07 0.13 0.09
H -1.77992 -0.48019 1.19999 0.08 -0.06 -0.07 0.08
H 1.22263 0.52745 -1.48231 -0.04 -0.11 0.09 0.12
H 0.64659 -1.13955 -1.51884 0.10 0.10 0.06 0.12
```
Forces are in eV/Å.


2.
A 2-piece molecular cluster, H4N2O overall in a non-equilibrium geometry, computed with ωB97M-V with the def2-TZVPD basis set.

SMILES: N=O.N
Total charge: 0
Energy above the lowest of the compared OMol25 structures with the same formula, charge and spin: 160.64 kJ/mol
Highest occupied orbital energy: -8.74 eV

XYZ file:
```
7
Properties=species:S:1:pos:R:3:forces:R:3:lowdin_charge:R:1
N 1.69606 0.72065 -0.06555 -0.57 -0.40 -0.78 -0.03
O 1.03976 -0.16440 -0.59682 2.81 0.92 0.58 -0.17
H 2.11321 0.39687 0.85102 -0.26 -0.42 -0.27 0.05
N -0.99422 -0.22246 -0.07795 -1.36 -0.27 0.32 0.04
H -1.15105 -1.00113 0.54392 -0.21 0.07 0.01 0.04
H -1.28686 0.65128 0.32476 -0.26 0.07 0.07 0.04
H -1.41690 -0.38081 -0.97939 -0.15 0.03 0.07 0.04
```
Forces are in eV/Å.


3.
A single C5H7NO molecule, computed with ωB97M-V with the def2-TZVPD basis set.

SMILES: C#CCCNC=O
Total charge: 0
Energy above the lowest of the compared OMol25 structures with the same formula, charge and spin: 162.77 kJ/mol
Highest occupied orbital energy: -9.85 eV

XYZ file:
```
14
Properties=species:S:1:pos:R:3:forces:R:3:lowdin_charge:R:1
C -0.49351 -2.05149 1.90440 -0.15 0.40 -0.28 0.11
C -0.84731 -1.11672 1.23088 0.16 -0.42 0.29 -0.15
C -1.24609 0.02125 0.39578 -0.06 0.00 -0.05 -0.19
C -0.08689 0.99380 0.13417 -0.05 0.15 0.06 -0.19
N 1.05108 0.35776 -0.49267 0.01 -0.06 -0.10 0.02
C 1.30097 0.48417 -1.82307 -0.06 0.07 -0.03 -0.36
O 0.65791 1.17495 -2.58900 0.19 -0.21 0.23 0.01
H -0.20713 -2.88755 2.50401 -0.04 0.16 -0.10 0.02
H -2.06583 0.56379 0.88213 0.12 -0.09 -0.06 0.12
H -1.62672 -0.34807 -0.56344 0.06 0.03 0.13 0.12
H -0.41978 1.77798 -0.54944 0.02 -0.09 0.14 0.12
H 0.23038 1.45985 1.07313 -0.05 -0.08 -0.12 0.12
H 1.57168 -0.32595 0.03685 -0.04 0.09 -0.11 0.13
H 2.18125 -0.10379 -2.14374 -0.12 0.06 0.01 0.13
```
Forces are in eV/Å.


no.,molar mass (g/mol)
1,84.12
2,48.05
3,97.12